Here is a molecular structure, C35H38N3Ti from the OMol25 dataset. Energies are from wB97M-V/def2-TZVPD.

Geometry as XYZ:
```
77
Properties=species:S:1:pos:R:3
Ti -0.25 0.30 0.78
N -2.08 1.20 -0.08
N -0.01 2.53 0.52
N -2.03 -0.90 1.40
C -0.04 -0.56 -0.85
C 2.91 -1.03 0.03
C 1.42 -3.96 -3.06
C 0.96 -1.58 -2.89
C -4.13 1.95 -1.80
C 1.20 -1.29 1.98
C 2.61 -3.70 -3.74
C 2.96 -2.38 -3.99
C 0.88 3.38 1.07
C -3.17 -0.74 0.61
C -3.12 -2.79 2.45
C -4.24 -2.68 1.58
C -3.18 0.41 -0.21
C -1.35 -0.65 -2.99
C 0.82 -0.46 3.08
C 0.05 -0.47 -2.36
C 2.27 0.73 1.77
C 0.56 0.92 -2.77
C 1.47 0.78 2.95
C -0.60 4.41 -0.94
C 1.12 4.67 0.68
C 0.62 -2.91 -2.65
C 1.43 1.86 3.98
C 0.39 5.19 -0.43
C 1.04 -2.78 1.84
C -3.03 2.77 -1.65
C -4.25 -1.66 0.68
C -2.09 -1.90 2.30
C 3.33 1.68 1.30
C 2.11 -0.54 1.20
C -2.01 2.37 -0.75
C 0.14 -0.88 4.36
C 2.14 -1.34 -3.58
C -4.24 0.78 -1.08
C -0.86 3.12 -0.42
H 4.28 1.15 1.20
H 2.42 -1.86 -0.49
H 0.12 -1.58 -0.47
H -5.11 0.14 -1.19
H 2.45 -0.32 -3.78
H 0.09 -1.97 4.44
H -4.92 2.23 -2.49
H -1.23 4.78 -1.74
H -2.95 3.70 -2.19
H 3.91 -1.37 0.34
H 1.41 -3.11 0.87
H 1.13 -4.98 -2.85
H -2.00 0.17 -2.67
H -1.24 -1.99 2.94
H 3.25 -4.51 -4.06
H -5.07 -3.37 1.64
H 3.09 2.12 0.33
H 1.43 2.99 1.90
H 3.49 2.51 2.00
H 0.02 -3.14 1.93
H 3.05 -0.24 -0.71
H 0.48 2.40 4.00
H 0.59 6.18 -0.82
H 0.63 1.01 -3.86
H 1.54 1.13 -2.33
H 0.72 -0.53 5.22
H 1.86 5.25 1.20
H -3.06 -3.56 3.21
H -1.29 -0.64 -4.08
H 1.64 -3.30 2.60
H -1.81 -1.58 -2.67
H -5.09 -1.53 0.01
H 3.89 -2.16 -4.52
H -0.87 -0.50 4.48
H -0.29 -3.14 -2.10
H -0.13 1.68 -2.41
H 2.21 2.61 3.82
H 1.59 1.45 4.99
```

Summary:
Multiplicity: 3
Charge: -1
ΔE to the lowest compared entry with this formula, charge and spin (kcal/mol): 39.0
HOMO energy (spin up / spin down) (eV): -1.9 / -3.6
Electronic energy (a.u.): -2370.26736
<S²>: 2.107